13
Properties=species:S:1:pos:R:3:forces:R:3:lowdin_charge:R:1 method="wB97M-V/def2-TZVPD" total_energy_ev=-41937.373 molar_mass_g_mol=261.057 spin_multiplicity=2 gap_ev="7.86 / 7.18" s_squared=0.7589 charge=+2
O -3.219 -0.997 -1.119 0.34 0.08 0.25 0.090
C -2.807 -1.378 0.020 -0.76 -0.20 -0.11 -0.087
H -4.091 -1.343 -1.385 -0.30 -0.10 -0.22 0.172
H -3.515 -2.058 0.527 0.08 0.07 -0.09 0.082
C 0.975 0.148 -1.028 -1.01 0.40 1.18 0.039
C 1.764 0.992 -0.341 0.97 -0.92 -2.14 -0.104
C 2.179 0.837 1.091 0.20 1.31 -0.26 -0.282
O 0.918 0.632 1.622 -2.56 -2.60 0.97 -0.424
Lu -0.638 -0.574 0.909 3.37 2.29 0.12 1.985
H 2.232 1.829 -0.884 -0.62 0.27 0.06 0.161
H 0.704 0.031 -2.078 0.57 -0.15 0.09 0.070
H 2.542 1.817 1.453 0.22 -0.58 -0.12 0.148
H 2.956 0.062 1.213 -0.51 0.12 0.26 0.151

=====

12
Properties=species:S:1:pos:R:3:forces:R:3:lowdin_charge:R:1 method="wB97M-V/def2-TZVPD" total_energy_ev=-7219.256 molar_mass_g_mol=82.106 gap_ev=8.30
N 2.022 1.019 -0.877 -0.26 -0.54 0.41 0.167
C 1.541 0.179 -0.164 0.08 0.53 -0.30 -0.143
C 0.656 -0.479 0.675 0.29 -0.03 0.23 -0.260
C -0.371 0.934 0.328 -0.14 -0.09 0.29 -0.086
C -1.205 -0.160 -0.394 -0.18 0.09 -0.17 -0.259
N -0.410 -1.287 0.142 0.07 -0.10 -0.15 -0.030
H 0.986 -0.631 1.704 -0.02 -0.03 -0.20 0.137
H -0.776 1.103 1.340 0.01 -0.03 -0.25 0.046
H 1.086 1.631 -0.650 0.08 0.09 -0.12 0.125
H -1.143 -0.068 -1.491 -0.03 -0.06 0.24 0.097
H -2.266 -0.223 -0.108 0.26 -0.02 -0.10 0.096
H -0.120 -2.018 -0.506 -0.16 0.19 0.13 0.111

=====

12
Properties=species:S:1:pos:R:3:forces:R:3:lowdin_charge:R:1 method="wB97M-V/def2-TZVPD" total_energy_ev=-7222.910 molar_mass_g_mol=82.106 gap_ev=10.83
H -0.930 2.160 0.310 0.06 -0.01 -0.13 0.050
N -0.056 1.635 0.278 -0.23 -0.28 -0.10 0.137
C -0.279 0.402 0.060 0.23 0.09 0.08 -0.407
C -1.649 -0.217 -0.164 0.12 0.12 0.05 -0.046
C 0.892 -0.542 0.145 -0.51 -0.25 0.00 -0.256
C 2.268 -0.280 -0.257 -0.28 -0.18 0.39 -0.090
N 2.066 -0.033 0.950 0.66 -0.17 -0.37 0.158
H -2.423 0.423 0.273 0.12 -0.09 -0.13 0.075
H -1.847 -0.312 -1.238 0.05 -0.01 0.13 0.082
H -1.737 -1.214 0.280 0.11 0.17 -0.07 0.073
H 0.631 -1.582 0.340 -0.14 0.13 0.03 0.111
H 3.065 -0.441 -0.978 -0.18 0.49 0.12 0.113

=====

12
Properties=species:S:1:pos:R:3:forces:R:3:lowdin_charge:R:1 method="wB97M-V/def2-TZVPD" total_energy_ev=-7217.778 molar_mass_g_mol=82.106 gap_ev="8.03 / 7.51"
C -0.294 0.276 -0.182 -0.71 0.09 -0.12 -0.403
C -0.100 -1.061 -0.279 -1.81 1.33 -1.45 0.057
C 1.113 0.653 0.119 0.28 1.86 0.10 -0.120
C 1.338 -0.901 0.023 1.37 0.26 3.20 -0.176
N -1.581 0.668 -0.015 1.66 -0.87 0.05 -0.054
N -2.132 -0.587 0.282 -0.24 0.58 0.97 0.079
H 1.676 1.326 -0.568 -0.42 -0.75 -0.08 0.103
H 1.151 1.259 1.062 0.28 -1.33 -0.12 0.118
H 1.691 -1.335 1.000 0.13 0.26 -1.22 0.127
H 1.889 -1.101 -0.851 1.24 -0.99 -0.62 0.078
H -1.850 1.619 -0.254 -1.22 -0.80 -0.22 0.150
H -2.901 -0.817 -0.338 -0.56 0.35 -0.48 0.041

=====

12
Properties=species:S:1:pos:R:3:forces:R:3:lowdin_charge:R:1 method="wB97M-V/def2-TZVPD" total_energy_ev=-7223.564 smiles=N#CCN1CC1 molar_mass_g_mol=82.106 gap_ev=10.76
N -3.006 0.171 0.708 1.12 0.29 0.12 0.146
C -1.896 0.480 0.809 -0.98 -0.31 -0.08 -0.211
C -0.487 0.895 0.899 -0.07 0.16 0.05 -0.187
N 0.438 -0.066 0.301 -0.04 -0.01 0.16 -0.116
C 1.125 0.367 -0.906 0.19 0.16 -0.18 -0.145
C 0.069 -0.666 -0.972 -0.14 -0.16 -0.16 -0.145
H -0.414 1.889 0.434 -0.03 -0.13 0.04 0.120
H -0.233 1.016 1.958 -0.04 -0.01 -0.14 0.121
H 2.177 0.104 -0.974 -0.17 0.00 0.02 0.102
H 0.873 1.353 -1.302 0.05 -0.18 0.09 0.105
H -0.887 -0.390 -1.415 0.16 0.00 0.08 0.105
H 0.329 -1.717 -1.068 -0.04 0.18 0.00 0.105

=====

12
Properties=species:S:1:pos:R:3:forces:R:3:lowdin_charge:R:1 method="wB97M-V/def2-TZVPD" total_energy_ev=-7217.730 molar_mass_g_mol=82.106 gap_ev=9.51
N 0.374 -1.354 0.709 -0.04 -0.29 0.19 0.071
C -0.465 -0.276 0.097 -0.17 0.02 -0.07 -0.638
C -0.467 -0.551 -1.290 -0.10 0.18 0.17 0.114
C 1.034 -0.133 0.120 0.14 -0.08 -0.05 -0.075
C -1.347 0.507 0.936 -0.71 0.58 0.53 -0.143
N -2.101 1.123 1.561 0.81 -0.67 -0.61 0.167
H 0.434 -1.412 1.722 -0.04 0.03 -0.18 0.160
H 0.279 -2.233 0.192 0.05 0.14 0.00 0.151
H -0.807 0.375 -1.791 0.09 -0.16 0.03 0.027
H 0.584 2.265 -1.032 0.03 0.14 0.00 0.063
H 1.560 -0.344 -0.819 -0.04 -0.06 0.11 0.066
H 0.921 2.034 -0.406 -0.04 0.16 -0.12 0.037

=====

12
Properties=species:S:1:pos:R:3:forces:R:3:lowdin_charge:R:1 method="wB97M-V/def2-TZVPD" total_energy_ev=-7216.766 molar_mass_g_mol=82.106 gap_ev="7.03 / 7.37"
C -1.637 -0.616 0.210 -3.62 -0.90 2.15 -0.057
C -0.482 0.137 -0.006 -1.38 2.76 1.92 -0.401
C 0.708 -0.174 -0.521 2.17 -1.56 -6.11 -0.226
N 1.965 -0.056 -0.048 0.72 0.67 2.61 -0.151
N 2.034 0.860 0.760 3.92 1.40 2.15 0.073
C 0.073 1.332 0.054 -1.95 -2.31 -0.57 0.135
H -2.512 0.039 0.187 -0.07 0.01 0.02 0.089
H -1.921 -1.476 -0.386 0.74 -0.07 -0.48 0.086
H -1.590 -0.957 1.250 -0.26 -0.38 0.07 0.095
H 0.806 -0.837 -1.371 -0.66 0.24 -1.44 0.128
H 2.740 -0.593 -0.422 0.18 -0.49 0.30 0.144
H -0.181 2.342 0.293 0.21 0.62 -0.63 0.087

=====

12
Properties=species:S:1:pos:R:3:forces:R:3:lowdin_charge:R:1 method="wB97M-V/def2-TZVPD" total_energy_ev=-7223.820 smiles=N#C[C@H]1CCN1 molar_mass_g_mol=82.106 gap_ev=10.04
N 3.047 0.151 -0.687 -1.01 -0.10 0.41 0.138
C 2.001 -0.002 -0.216 0.84 0.10 -0.42 -0.166
C 0.689 -0.246 0.410 0.17 0.02 0.16 -0.336
C -0.350 0.910 0.359 -0.01 0.17 0.06 -0.092
C -1.336 -0.111 -0.260 -0.30 0.09 -0.01 -0.190
N -0.250 -1.067 -0.310 0.01 -0.36 0.01 -0.033
H 0.881 -0.611 1.429 0.10 0.11 -0.09 0.138
H -0.623 1.342 1.323 0.06 -0.08 -0.14 0.104
H -0.062 1.705 -0.334 -0.03 -0.15 0.12 0.111
H -1.794 0.187 -1.211 0.16 -0.07 0.09 0.106
H -2.131 -0.425 0.430 -0.01 0.13 -0.14 0.102
H -0.072 -1.833 -0.933 0.02 0.15 -0.06 0.119

=====

Short version: energy above the lowest of the compared OMol25 structures with the same formula, charge and spin = 32.9, 146.1, 61.8, 180.2, 46.7, 181.3, 203.5, 40.8 kcal per mole, in the order given.